# 1
Entry from OMol25: a structure of composition C22H25CaN3O3 at a distorted geometry (ωB97M-V/def2-TZVPD).

Geometry as ORCA input:
```
! wB97M-V def2-TZVPD RIJCOSX def2/J DEFGRID3
* xyz 2 1
C -1.297 -2.204 -5.031
C -2.146 -1.395 -5.755
H -1.625 -3.111 -4.521
H -0.226 -1.986 -4.992
C -2.483 -0.048 -5.318
C -2.290 0.390 -4.042
H -2.048 -0.309 -3.239
H -2.315 1.462 -3.834
C -2.735 -1.810 -7.081
H -2.536 -2.857 -7.316
H -2.340 -1.192 -7.894
H -3.818 -1.650 -7.097
C -3.164 0.925 -6.273
H -4.176 0.603 -6.576
H -2.555 1.071 -7.177
H -3.256 1.888 -5.751
Ca -0.345 0.466 2.214
O -0.380 -0.100 0.030
C 0.731 -0.152 -0.577
O 1.179 1.878 1.400
C 1.565 2.007 0.219
O 2.202 3.069 -0.233
N 1.471 1.031 -0.766
C 2.671 2.790 -1.603
C 2.031 1.504 -2.040
H 3.761 2.700 -1.566
H 2.372 3.640 -2.217
H 2.731 0.781 -2.459
H 1.224 1.690 -2.762
C 1.308 -1.407 -0.946
C 0.765 -2.561 -0.485
H 2.122 -1.366 -1.680
H -0.189 -2.568 0.044
H 1.288 -3.501 -0.658
C -1.693 2.563 6.072
C -0.797 2.094 7.039
C 0.085 1.059 6.722
C 0.071 0.513 5.426
N -0.805 0.985 4.494
C -1.682 1.965 4.807
C 1.023 -0.545 4.980
C 1.962 -1.133 5.847
C 2.843 -2.097 5.354
C 2.765 -2.473 4.009
C 1.814 -1.854 3.192
N 0.973 -0.906 3.666
H -2.393 3.372 6.267
H -0.776 2.535 8.034
H 0.802 0.666 7.441
H -2.376 2.272 4.016
H 1.980 -0.811 6.886
H 3.581 -2.545 6.017
H 3.421 -3.228 3.581
H 1.708 -2.112 2.133
*
```

The calculation puts the HOMO-LUMO gap (spin up / spin down) at 3.81 / 4.53 eV. The total energy is -52256.8263 eV. The value obtained for the energy relative to the best compared isomer or geometry (same formula, charge and spin) is 0.0 kJ/mol. The calculation puts the HOMO energy (spin up / spin down) at -11.001 / -11.717 eV. The lowest unoccupied orbital energy (spin up / spin down) is -7.187 / -7.186 eV.


# 2
Entry from OMol25: an isolated molecule of C22H25ClN4O3S at a distorted geometry (ωB97M-V/def2-TZVPD).

Geometry as ORCA input:
```
! wB97M-V def2-TZVPD RIJCOSX def2/J DEFGRID3
* xyz 0 1
C -5.421 -2.682 0.347
C -4.381 -1.683 -0.054
C -4.743 -0.365 -0.328
C -3.794 0.562 -0.717
C -2.475 0.167 -0.831
C -2.092 -1.134 -0.572
C -3.048 -2.056 -0.181
H -2.750 -3.074 0.025
H -1.054 -1.408 -0.676
S -1.255 1.369 -1.328
O -1.690 2.061 -2.504
O 0.035 0.726 -1.389
N -1.361 2.488 -0.065
C -1.023 1.968 1.242
C 0.484 1.799 1.422
N 1.168 3.053 1.136
C 2.589 2.962 1.425
H 2.694 2.799 2.501
C 3.310 1.798 0.727
O 3.511 0.733 1.267
N 3.698 2.092 -0.550
N 4.521 1.403 -1.385
C 4.630 0.142 -1.481
C 3.895 -0.977 -0.915
C 2.583 -1.013 -0.659
C 1.825 -2.181 -0.211
C 0.987 -2.076 0.898
C 0.242 -3.161 1.321
C 0.309 -4.362 0.635
C 1.132 -4.473 -0.474
C 1.889 -3.394 -0.892
H 2.518 -3.483 -1.765
H 1.186 -5.407 -1.015
H -0.275 -5.209 0.963
H -0.395 -3.067 2.189
H 0.947 -1.145 1.442
H 1.996 -0.121 -0.836
Cl 4.887 -2.391 -0.690
H 5.439 -0.149 -2.146
H 3.652 3.062 -0.838
H 3.054 3.916 1.166
C 0.867 3.519 -0.209
C -0.645 3.716 -0.346
H -0.902 4.010 -1.364
H -0.992 4.476 0.359
H 1.371 4.477 -0.364
H 1.189 2.808 -0.986
H 0.823 0.995 0.756
H 0.706 1.519 2.455
H -1.412 2.674 1.983
H -1.526 1.007 1.365
H -4.053 1.585 -0.937
H -5.777 -0.069 -0.235
H -4.972 -3.532 0.853
H -5.940 -3.049 -0.539
H -6.162 -2.228 1.001
*
```

The calculation puts the HOMO-LUMO gap at 8.85 eV. The total energy is -58678.6961 eV. As for the SMILES: Cc1ccc(S(=O)(=O)N2CCN(CC(=O)N/N=C\C(Cl)=C\c3ccccc3)CC2)cc1. The value obtained for the energy relative to the best compared isomer or geometry (same formula, charge and spin) is 217.2 kJ/mol. The calculation puts the HOMO energy at -8.404 eV. The lowest unoccupied orbital energy is 0.450 eV.


# 3
Entry from OMol25: a structure of composition C22H25CrN8OS2 at a distorted geometry (ωB97M-V/def2-TZVPD).

Geometry as ORCA input:
```
! wB97M-V def2-TZVPD RIJCOSX def2/J DEFGRID3
* xyz 2 2
Cr -0.630 -0.258 -0.005
C -2.845 1.274 -4.693
S -3.940 0.539 -3.459
C -2.876 0.189 -2.153
S -1.182 0.554 -2.185
N -3.456 -0.361 -1.121
N -2.607 -0.662 -0.116
C -3.154 -1.110 0.960
C -2.271 -1.485 2.033
C -2.722 -1.982 3.248
C -1.796 -2.409 4.180
C -0.447 -2.363 3.852
C -0.072 -1.833 2.633
N -0.955 -1.361 1.747
H -3.453 1.385 -5.588
H -2.011 0.608 -4.899
H -2.490 2.248 -4.368
H -4.230 -1.233 1.018
H -3.786 -2.038 3.435
H -2.116 -2.790 5.140
H 0.308 -2.734 4.531
H 0.968 -1.790 2.350
O -0.004 -2.147 -0.743
C 1.381 -2.563 -0.749
C 1.893 -2.657 -2.157
C 1.489 -1.376 -2.874
C 2.037 -0.155 -2.184
C 3.170 0.485 -2.677
C 3.590 1.673 -2.109
C 2.849 2.213 -1.066
C 1.752 1.508 -0.615
N 1.363 0.334 -1.125
H -0.509 -2.690 -1.361
H 1.477 -3.501 -0.202
H 1.923 -1.783 -0.221
H 1.485 -3.529 -2.674
H 2.977 -2.784 -2.137
H 0.401 -1.294 -2.889
H 1.826 -1.402 -3.909
H 3.696 0.062 -3.523
H 4.459 2.192 -2.491
H 3.111 3.161 -0.619
H 1.133 1.909 0.181
N 1.928 1.879 2.669
C 2.966 1.015 2.427
C 2.497 0.111 1.524
N 1.194 0.409 1.210
C 0.883 1.482 1.918
C -0.425 2.063 1.741
N -1.242 1.471 0.889
C -2.399 2.211 0.861
C -2.265 3.265 1.710
N -1.009 3.154 2.262
H 1.970 2.677 3.283
H 3.925 1.109 2.906
H 3.036 -0.707 1.078
H -3.237 1.958 0.232
H -2.939 4.065 1.960
H -0.618 3.793 2.936
*
```

The calculation puts the HOMO-LUMO gap (spin up / spin down) at 7.00 / 7.15 eV. The total energy is -87266.3478 eV. The value obtained for the energy relative to the best compared isomer or geometry (same formula, charge and spin) is 153.4 kJ/mol. The calculation puts the HOMO energy (spin up / spin down) at -13.426 / -13.425 eV. The lowest unoccupied orbital energy (spin up / spin down) is -6.430 / -6.273 eV.


The lowest energy relative to the best compared isomer or geometry (same formula, charge and spin) belongs to which entry? C22H25CaN3O3